[1]
Computed, not measured: the molecule C6H11N in a non-equilibrium geometry, with wB97M-V/def2-TZVPD.

Last column: Löwdin charge in e.
Positions of all 18 atoms, in Å:
C  2.0483  1.7440  1.0894  -0.089
N  1.8764  -1.0110  0.1318  0.119
C  0.7287  -0.3460  0.2248  -0.367
C  0.7498  0.9246  0.7234  -0.091
C  -2.9386  -0.9006  -1.0271  -0.149
C  -1.7407  -0.2868  -0.5307  -0.214
C  -0.5279  -0.9345  -0.4049  -0.034
H  2.9042  1.7395  0.4627  0.045
H  2.3196  1.5226  2.0735  0.041
H  1.8181  2.8165  1.0486  0.065
H  2.0901  -1.7385  -0.4711  0.078
H  2.6805  -0.5375  0.1698  0.037
H  -0.1150  1.4504  0.9142  0.044
H  -3.3693  -1.3665  -0.1748  0.054
H  -2.7074  -1.8198  -1.7323  0.112
H  -3.5866  -0.0288  -1.5882  0.132
H  -1.7851  0.7259  -0.0541  0.111
H  -0.4452  -1.9535  -0.8549  0.107

Calculated values
**Energy**: -289.8796 hartree
**Multiplicity**: 1
**Energy above the lowest of the compared OMol25 structures with the same formula, charge and spin**: 57.8 kcal per mole
**Highest occupied orbital energy**: -7.29 eV
**SMILES string**: C/C=C(N)/C=C/C


[2]
Computed, not measured: a cluster of 2 separate species, C18H37ClF4N2O13P2S2 in total in a non-equilibrium geometry, with wB97M-V/def2-TZVPD.

Last column: Löwdin charge in e.
Positions of all 79 atoms, in Å:
C  3.1598  -2.2076  0.1882  -0.106
C  2.2878  -1.3411  1.2159  -0.119
C  1.9870  0.1476  0.7335  -0.396
O  2.2633  1.1310  1.4365  0.090
O  1.3895  0.3882  -0.5385  -0.061
C  0.0136  -0.1154  -0.4570  -0.167
C  -0.7951  0.6686  -1.6141  -0.077
C  -1.8741  -0.3062  -2.3483  -0.285
C  -2.7239  -0.9662  -1.1627  -0.087
C  -4.1600  -1.5172  -1.5855  -0.148
F  -4.1500  -2.9450  -1.4009  -0.109
O  -1.1105  -1.3659  -2.9822  -0.216
C  -1.2178  -1.3804  -4.4131  -0.678
P  -0.1991  -2.9425  -4.9488  0.930
P  0.6111  -3.9211  -3.1618  0.436
O  1.1285  -5.3161  -3.5767  -0.382
O  1.9443  -3.0370  -2.6226  -0.245
O  -0.5549  -4.1850  -1.9488  -0.207
C  -0.4362  -0.1627  -5.1477  -0.616
Cl  1.2537  -0.1474  -4.4745  0.732
N  -1.1697  1.1319  -5.1105  -0.251
O  -1.8910  1.1498  -6.2961  -0.057
S  -0.0996  2.5109  -5.2875  0.817
O  0.5307  2.9543  -4.0133  -0.298
O  0.8544  2.3736  -6.4416  -0.296
C  -1.2615  3.9183  -5.7941  -0.468
F  -2.3783  4.0103  -4.9534  0.087
F  -0.5094  5.0952  -5.5628  0.075
F  -1.5628  3.9204  -7.1515  0.103
S  -2.9200  -1.6908  -5.0829  0.715
C  -3.5298  -3.3028  -4.3899  -0.141
O  -3.8880  -0.5506  -4.9530  -0.356
O  -2.7314  -1.9350  -6.5757  -0.382
H  2.5992  -3.1880  0.0107  0.068
H  4.1720  -2.4876  0.6230  0.079
H  3.3550  -1.6828  -0.8123  0.081
H  2.8832  -1.2723  2.1877  0.118
H  1.2681  -1.8419  1.3611  0.117
H  -0.0331  -1.2530  -0.6058  0.110
H  -0.4834  0.1109  0.5396  0.141
H  -0.0375  1.1091  -2.3326  0.078
H  -1.3843  1.4979  -1.0867  0.135
H  -2.4636  0.3681  -3.0405  0.143
H  -2.8994  -0.1437  -0.3841  0.130
H  -2.1475  -1.8233  -0.6596  0.129
H  -4.5328  -1.1760  -2.6013  0.102
H  -4.9181  -1.1120  -0.8207  0.128
H  -1.0629  -3.9279  -5.5201  -0.035
H  2.7492  -3.6082  -2.6530  0.094
H  -0.2842  -3.6302  -1.1782  0.058
H  -0.3651  -0.4726  -6.2541  0.135
H  -2.7764  1.5262  -6.0953  0.133
H  -3.5747  -4.1324  -5.1694  0.093
H  -4.5199  -3.1775  -3.8532  0.076
H  -2.7609  -3.6331  -3.6003  0.061
C  1.4222  4.5203  5.4102  -0.113
O  2.1918  3.9248  6.4438  -0.199
C  1.4216  3.6204  7.6070  -0.212
C  1.3387  2.1085  7.8061  -0.210
N  0.4977  1.4897  6.7794  -0.055
C  0.5697  0.0274  6.7668  -0.200
C  1.9117  -0.6066  6.3805  -0.222
O  2.2861  -0.3758  5.0264  -0.191
C  2.9975  0.8327  4.8060  -0.100
H  2.1032  4.8139  4.6098  0.090
H  0.6996  3.8075  5.0027  0.079
H  0.9049  5.4132  5.7723  0.086
H  0.4261  4.0741  7.5760  0.121
H  1.9558  4.0520  8.4599  0.119
H  0.9176  1.8941  8.7928  0.121
H  2.3590  1.7089  7.7708  0.103
H  0.7848  1.8305  5.8682  0.069
H  -0.1820  -0.3140  6.0480  0.115
H  0.2602  -0.3529  7.7465  0.116
H  1.7956  -1.6914  6.4737  0.118
H  2.7222  -0.3321  7.0633  0.109
H  3.6067  1.1236  5.6655  0.089
H  2.3059  1.6344  4.5409  0.071
H  3.6599  0.6834  3.9500  0.081

Calculated values
**Energy**: -4134.1597 hartree
**Multiplicity**: 1
**Energy above the lowest of the compared OMol25 structures with the same formula, charge and spin**: 0.0 kcal per mole
**Highest occupied orbital energy**: -8.70 eV
**SMILES string**: CCC(=O)OCC[C@H](CCF)O[C@](PP(=O)(O)O)([C@H](Cl)N(O)S(=O)(=O)C(F)(F)F)S(C)(=O)=O.COCCNCCOC


[3]
Computed, not measured: a structure of composition C51H47N3O4P3RuS2 in a non-equilibrium geometry, with wB97M-V/def2-TZVPD.

Last column: Löwdin charge in e.
Positions of all 111 atoms, in Å:
Ru  2.3640  -0.1053  -0.1006  1.137
O  3.0587  1.7558  -0.1006  -0.510
P  2.5449  3.1565  0.1763  0.774
C  1.3131  2.9699  1.5497  -0.276
P  0.0024  1.8290  0.9970  0.806
O  0.6576  1.0292  -0.1006  -0.517
C  -1.3563  2.8554  0.4472  -0.262
C  -1.7810  2.8009  -0.8869  -0.053
C  -2.8344  3.6012  -1.3288  -0.068
C  -3.4797  4.4580  -0.4410  -0.085
C  -3.0754  4.5133  0.8922  -0.084
C  -2.0201  3.7143  1.3343  -0.077
C  -0.6237  0.8111  2.3175  -0.255
C  -0.3694  1.0428  3.6728  -0.063
C  -0.9189  0.2025  4.6461  -0.076
C  -1.7304  -0.8700  4.2768  -0.083
C  -1.9920  -1.1113  2.9318  -0.069
C  -1.4390  -0.2779  1.9616  -0.066
C  1.7083  3.8970  -1.2230  -0.330
C  1.6949  3.2053  -2.4444  -0.116
C  1.0418  3.7297  -3.5593  -0.123
C  0.3920  4.9571  -3.4675  -0.161
C  0.3959  5.6568  -2.2620  -0.129
C  1.0503  5.1309  -1.1450  -0.131
C  3.7981  4.3013  0.7394  -0.278
C  3.4842  5.4445  1.4896  -0.105
C  4.4827  6.3427  1.8704  -0.106
C  5.8067  6.1067  1.5092  -0.120
C  6.1342  4.9716  0.7708  -0.097
C  5.1357  4.0747  0.3886  -0.074
H  0.8994  3.9351  1.8481  0.055
H  1.8578  2.5363  2.3929  0.068
H  -1.2774  2.1371  -1.5883  0.099
H  -3.1472  3.5551  -2.3693  0.107
H  -4.3024  5.0787  -0.7864  0.100
H  -3.5883  5.1735  1.5863  0.099
H  -1.7275  3.7583  2.3809  0.106
H  0.2579  1.8694  3.9907  0.104
H  -0.7115  0.3802  5.6987  0.102
H  -2.1547  -1.5222  5.0358  0.100
H  -2.6193  -1.9481  2.6355  0.100
H  -1.6384  -0.4771  0.9085  0.071
H  2.1836  2.2330  -2.5149  0.095
H  1.0358  3.1736  -4.4931  0.092
H  -0.1221  5.3648  -4.3337  0.076
H  -0.1198  6.6110  -2.1908  0.089
H  1.0288  5.6930  -0.2173  0.079
H  2.4591  5.6606  1.7740  0.083
H  4.2275  7.2315  2.4421  0.095
H  6.5838  6.8089  1.7997  0.090
H  7.1666  4.7860  0.4861  0.098
H  5.3969  3.1923  -0.1947  0.106
C  -9.1243  0.7668  -0.1258  -0.070
C  -7.8183  0.6121  -0.8454  -0.301
C  -7.7464  0.7034  -2.2427  -0.044
C  -6.5159  0.5777  -2.8950  -0.028
C  -5.3354  0.3414  -2.1699  -0.215
N  -4.0905  0.2935  -2.8802  0.137
C  -2.9087  -0.2442  -2.4491  -0.543
O  -1.8953  0.0333  -3.0738  0.054
N  -2.8433  -1.1307  -1.4054  0.137
C  -1.6377  -1.5981  -0.7865  -0.212
C  -1.6536  -2.8787  -0.0284  -0.025
C  -0.5448  -3.2980  0.5998  -0.039
C  0.6726  -2.4575  0.5491  -0.263
N  0.6642  -1.3407  -0.1006  -0.127
C  -0.4895  -0.8823  -0.7967  -0.069
C  -5.4191  0.2694  -0.7604  -0.027
C  -6.6478  0.3959  -0.1107  -0.040
H  -9.9609  0.9459  -0.8334  0.078
H  -9.0622  1.6305  0.5703  0.087
H  -9.3412  -0.1530  0.4566  0.085
H  -8.6388  0.8830  -2.8285  0.105
H  -6.4812  0.6669  -3.9736  0.106
H  -4.0691  0.7960  -3.7821  0.166
H  -3.7133  -1.5541  -1.0584  0.140
H  -2.5562  -3.4808  0.0109  0.107
H  -0.5419  -4.2331  1.1511  0.106
H  1.5682  -2.7687  1.0761  -0.051
H  -0.4181  0.0798  -1.2841  0.097
H  -4.5470  0.1584  -0.1353  0.099
H  -6.6840  0.3438  0.9704  0.114
O  2.3640  -0.1053  1.6312  -0.522
S  5.8297  -3.8925  -0.0049  0.085
P  3.8847  -4.2922  -0.0535  0.063
S  3.1278  -2.4559  -0.1006  0.374
C  3.3527  -5.3371  1.3659  -0.341
C  2.4058  -4.8909  2.2985  -0.086
C  2.0103  -5.7115  3.3569  -0.091
C  2.5561  -6.9867  3.4949  -0.108
C  3.5021  -7.4419  2.5782  -0.094
C  3.8997  -6.6216  1.5214  -0.089
C  3.3182  -5.3163  -1.4747  -0.353
C  4.2240  -5.9084  -2.3662  -0.098
C  3.7660  -6.6957  -3.4246  -0.096
C  2.3988  -6.9001  -3.6036  -0.108
C  1.4866  -6.3149  -2.7271  -0.095
C  1.9432  -5.5270  -1.6696  -0.086
H  1.9810  -3.8940  2.2063  0.073
H  1.2813  -5.3471  4.0748  0.097
H  2.2510  -7.6211  4.3215  0.092
H  3.9378  -8.4306  2.6866  0.096
H  4.6472  -6.9737  0.8136  0.103
H  5.2923  -5.7479  -2.2411  0.073
H  4.4808  -7.1407  -4.1108  0.095
H  2.0445  -7.5078  -4.4307  0.092
H  0.4202  -6.4629  -2.8676  0.094
H  1.2300  -5.0620  -0.9920  0.089
C  4.5778  -0.1053  -0.1006  -0.181
H  5.2183  0.0982  0.7821  -0.020
H  5.2183  -0.3088  -0.9833  -0.039

Calculated values
**Energy**: -4352.0157 hartree
**Multiplicity**: 5
**Net charge**: -1
**Energy above the lowest of the compared OMol25 structures with the same formula, charge and spin**: 0.0 kcal per mole
**Highest occupied orbital energy (spin up / spin down)**: -1.05 / -3.68 eV
**Expectation value of S²**: 6.04


[4]
Computed, not measured: a structure of composition C5H19BCl2CrN5O18 in a non-equilibrium geometry, with wB97M-V/def2-TZVPD.

Last column: Löwdin charge in e.
Positions of all 51 atoms, in Å:
Cr  7.3215  -9.9154  -11.2737  0.809
Cl  5.7605  -6.6150  -12.9451  0.666
O  6.8042  -6.3844  -13.8980  -0.324
O  5.7937  -8.0036  -12.5073  -0.405
O  5.9218  -5.7488  -11.7975  -0.370
O  4.4589  -6.3770  -13.5361  -0.367
Cl  9.7936  -7.1698  -10.9288  0.673
O  8.9606  -8.2441  -11.4495  -0.410
O  11.1326  -7.6764  -10.7717  -0.347
O  9.7409  -6.0525  -11.8171  -0.302
O  9.2740  -6.7874  -9.6253  -0.362
B  7.0118  -11.0248  -13.3716  -0.377
H  6.0870  -10.6000  -13.9947  0.000
H  7.6733  -11.7869  -14.0219  -0.018
H  7.7066  -10.0834  -13.1410  -0.022
H  6.7285  -11.5220  -12.3501  -0.054
C  10.3562  -12.5207  -12.9145  0.055
N  10.3096  -11.8258  -11.6124  -0.395
O  9.2583  -11.3381  -11.2713  0.004
O  11.3465  -11.7340  -10.9863  0.085
H  11.2803  -13.0824  -12.9905  0.092
H  10.4074  -11.7505  -13.6819  0.116
H  9.4584  -13.1208  -13.0017  0.097
C  6.7551  -13.1471  -7.9935  0.064
N  6.4508  -12.7435  -9.3875  -0.389
O  5.8752  -13.5551  -10.0757  0.113
O  6.9889  -11.7313  -9.8035  -0.005
H  7.7230  -13.6390  -8.0484  0.107
H  6.0206  -13.8663  -7.6519  0.096
H  6.7737  -12.2617  -7.3663  0.101
C  6.0704  -6.4871  -8.9080  0.066
N  5.4991  -7.7904  -9.3252  -0.364
O  4.3096  -7.9940  -9.2250  0.093
O  6.3087  -8.6106  -9.7088  -0.025
H  6.8343  -6.7382  -8.1763  0.095
H  5.2614  -5.9076  -8.4801  0.099
H  6.5124  -6.0162  -9.7838  0.079
C  10.5234  -9.3724  -7.6833  0.055
N  9.0978  -9.3470  -8.0612  -0.403
O  8.8388  -9.6344  -9.2016  0.000
O  8.2833  -9.0379  -7.2053  0.057
H  10.6400  -10.0136  -6.8117  0.095
H  10.8453  -8.3773  -7.3895  0.107
H  11.0925  -9.7382  -8.5301  0.096
C  2.7309  -9.5249  -11.3181  0.066
N  3.7043  -10.6597  -11.1941  -0.387
O  4.8747  -10.3565  -11.2182  -0.002
O  3.2695  -11.7720  -10.9653  0.067
H  1.9647  -9.8597  -12.0133  0.098
H  3.2630  -8.7121  -11.8048  0.090
H  2.3918  -9.3397  -10.3087  0.091

Calculated values
**Energy**: -3818.7618 hartree
**Multiplicity**: 5
**Net charge**: -1
**Energy above the lowest of the compared OMol25 structures with the same formula, charge and spin**: 0.0 kcal per mole
**Highest occupied orbital energy (spin up / spin down)**: -6.30 / -6.36 eV
**Expectation value of S²**: 6.01